A single C5H5NO4 molecule, computed with ωB97M-V/def2-TZVPD.

```
15
Properties=species:S:1:pos:R:3:forces:R:3
C -1.147445 -0.289402 2.079392 -1.757 -3.661 0.052
O -0.804736 -0.830261 0.793256 -0.926 0.451 1.116
C -0.001676 -0.033607 0.174991 1.628 -2.928 -7.424
C 0.816037 1.033108 0.407455 0.209 3.012 1.392
C 1.444989 1.374966 -0.764986 0.738 1.444 0.880
O 1.245800 0.525582 -1.748971 -0.134 0.716 -0.872
C 0.349373 -0.358797 -1.327493 -1.690 0.487 5.815
N -0.216126 -1.321644 -2.153913 -0.300 -0.943 1.667
O -0.958850 -2.161135 -1.645518 -0.063 0.424 0.420
O 0.078408 -1.317926 -3.302315 0.806 0.330 -2.881
H -0.321450 -0.492327 2.679028 1.522 -0.012 1.428
H -1.971716 -1.014028 2.470476 1.022 2.011 -0.702
H -1.303670 0.743757 1.999550 -0.960 1.328 0.157
H 0.832040 1.786294 1.233917 -0.007 -1.215 -0.575
H 1.959023 2.355420 -0.894870 -0.089 -1.444 -0.472
```
Forces are in eV/Å.

Computed properties:
LUMO energy: -0.27 eV
ΔE to the lowest compared entry with this formula, charge and spin: 451.0 kJ/mol
2S+1: 1
E_tot: -549.0401 Eh
HOMO: -8.70 eV
strongest force on any atom: 8.15 eV/A
orbital gap: 8.427 eV

2 unconnected molecules or ions with the total composition C5H5NO4, computed with ωB97M-V/def2-TZVPD.

```
15
Properties=species:S:1:pos:R:3:forces:R:3
C 0.612351 -0.447683 -0.536545 1.024 1.249 3.542
C 0.762537 -1.850823 -0.815207 0.557 1.902 -0.061
C -2.752926 -0.650897 -0.193406 0.491 -0.038 0.390
C 0.850588 0.261100 0.876643 -0.687 -1.189 -1.587
C 0.552945 1.767503 0.534743 3.125 0.079 -0.405
N -0.250070 1.877849 -0.636187 0.146 -3.268 -0.655
O -2.135409 -1.317224 0.504426 0.936 -1.271 1.115
O 0.231487 -2.344259 -1.773842 -0.559 -1.317 -0.963
O -3.343588 0.061414 -0.850878 -1.453 1.340 -1.540
O -0.008579 0.335426 -1.307648 -1.716 4.197 -0.336
H 1.531144 -2.284246 -0.193750 0.212 -0.976 0.530
H 0.129949 -0.347525 1.541933 1.116 1.593 -0.421
H 1.895419 0.193261 1.173401 -0.202 -0.364 0.412
H 0.333017 2.371390 1.422951 -1.166 -0.169 -0.358
H 1.591136 2.374716 0.253367 -1.822 -1.766 0.338
```
Forces are in eV/Å.

Computed properties:
LUMO energy (alpha / beta): -1.58 / -0.43 eV
ΔE to the lowest compared entry with this formula, charge and spin: 377.6 kJ/mol
2S+1: 1
E_tot: -549.0681 Eh
HOMO (alpha / beta): -7.70 / -9.91 eV
strongest force on any atom: 4.55 eV/A
orbital gap (alpha / beta): 6.128 / 9.480 eV

A molecular structure, C5H5NOS, computed with ωB97M-V/def2-TZVPD.

```
13
Properties=species:S:1:pos:R:3:forces:R:3
C -0.168700 -0.373087 1.243354 -2.486 -2.393 1.065
C 0.322115 0.807114 0.544788 1.794 4.738 0.500
C 0.235741 -1.028741 -0.043863 0.508 1.608 -0.702
C -0.739761 -0.330886 -1.041776 1.213 -0.062 -1.555
C -0.519094 1.107422 -0.742875 -0.717 -2.699 0.185
H 0.530577 1.757671 1.017644 0.442 -0.043 0.663
H 2.029668 -0.389695 0.739307 0.972 -0.254 1.634
H 0.456266 -2.036956 -0.173745 0.217 -1.741 -0.101
H -1.522393 -1.017523 -1.402698 0.043 1.196 -0.136
H -1.203716 1.929997 -0.830139 -0.249 0.101 0.319
N 1.441339 -0.025463 0.046634 -2.477 -0.518 -2.245
O -0.021188 0.609475 -1.987728 -0.460 -1.238 1.955
S -0.840854 -1.009328 2.631097 1.200 1.305 -1.582
```
Forces are in eV/Å.

Computed properties:
LUMO energy: -0.32 eV
ΔE to the lowest compared entry with this formula, charge and spin: 475.1 kJ/mol
2S+1: 1
E_tot: -721.5387 Eh
HOMO: -8.93 eV
strongest force on any atom: 5.09 eV/A
orbital gap: 8.612 eV

A single C5H5NOS molecule, computed with ωB97M-V/def2-TZVPD.

```
13
Properties=species:S:1:pos:R:3:forces:R:3
C 2.375958 -1.896576 0.146879 0.517 -0.605 -0.197
C 1.743058 -0.879960 0.187502 -0.101 0.590 0.019
C 1.100582 0.415369 0.270513 -0.295 -0.765 0.308
N 1.732667 1.404138 -0.212743 0.702 -0.243 -0.128
O 1.224796 2.635831 -0.099490 -0.068 0.564 -0.194
S -0.475809 0.557106 1.126359 0.004 -0.331 -0.211
C -1.426723 -0.574027 0.092488 -0.236 0.658 -0.169
C -2.567813 -0.120628 -0.451959 1.060 -0.098 0.655
H 3.024995 -2.761442 0.054749 -0.628 0.549 0.142
H 0.317869 2.582852 0.241989 -0.377 -0.117 0.194
H -0.943424 -1.562930 0.006892 -0.645 0.549 -0.248
H -2.921911 0.889633 -0.248819 0.265 -0.168 -0.045
H -3.184246 -0.689363 -1.114356 -0.198 -0.583 -0.126
```
Forces are in eV/Å.

Computed properties:
LUMO energy: 0.58 eV
ΔE to the lowest compared entry with this formula, charge and spin: 471.8 kJ/mol
2S+1: 1
E_tot: -721.5399 Eh
HOMO: -9.32 eV
strongest force on any atom: 1.25 eV/A
orbital gap: 9.900 eV

A single C5H5NOS molecule, computed with ωB97M-V/def2-TZVPD.

```
13
Properties=species:S:1:pos:R:3:forces:R:3
C -0.253122 -0.691704 1.271913 5.124 -4.967 -4.053
C 0.126008 0.015099 -0.118875 1.753 1.018 -0.083
C 1.284750 -0.634434 -0.725075 1.150 0.193 1.633
N 2.181632 -1.277394 -1.033650 0.189 -0.113 -0.529
C 0.306820 1.673187 -0.071646 0.715 -1.830 4.047
O 1.288121 2.199701 -0.488226 -1.418 0.320 -0.202
C -0.860074 -0.138079 -1.229644 0.548 0.635 2.627
S -2.307191 0.124644 -0.711611 -3.377 0.127 -0.936
H -1.099545 -0.316067 1.598187 -4.102 1.610 1.781
H -0.475202 -1.760367 0.565934 0.242 2.411 3.230
H 0.549926 -0.938174 2.142458 -1.651 0.999 -2.629
H -0.407380 2.034661 0.925949 1.252 -0.202 -2.998
H -0.334746 -0.291067 -2.125717 -0.424 -0.200 -1.887
```
Forces are in eV/Å.

Computed properties:
LUMO energy: -1.00 eV
ΔE to the lowest compared entry with this formula, charge and spin: 463.4 kJ/mol
2S+1: 1
E_tot: -721.5431 Eh
HOMO: -9.40 eV
strongest force on any atom: 8.21 eV/A
orbital gap: 8.402 eV

A single C5H5NOS molecule, computed with ωB97M-V/def2-TZVPD.

```
13
Properties=species:S:1:pos:R:3:forces:R:3
C -1.537091 -0.645456 1.244853 1.872 -2.133 1.406
C -0.314835 -0.174803 0.423717 -1.215 2.080 -3.111
C -0.493664 0.529442 -0.913886 -1.697 -0.305 0.284
N 0.396437 0.903622 -1.785446 -0.172 -0.231 1.928
C 1.716485 0.767141 -1.413176 1.608 -0.182 -1.787
S 2.869729 1.609768 -2.326972 -1.232 -1.690 2.062
O 1.999690 -0.181307 -0.358498 -0.918 3.024 -1.746
C 0.992510 -0.294658 0.538453 1.004 -1.642 1.573
H -2.127281 -1.237386 0.572376 -0.870 0.424 -0.712
H -2.124953 0.070264 1.845095 0.464 -0.144 -0.634
H -1.278227 -1.574285 1.937644 0.118 2.271 -0.892
H -1.518846 0.834860 -1.199847 0.363 -0.523 0.141
H 1.420046 -0.607201 1.435687 0.677 -0.948 1.489
```
Forces are in eV/Å.

Computed properties:
LUMO energy: -0.70 eV
ΔE to the lowest compared entry with this formula, charge and spin: 267.8 kJ/mol
2S+1: 1
E_tot: -721.6176 Eh
HOMO: -8.72 eV
strongest force on any atom: 3.93 eV/A
orbital gap: 8.018 eV

A single C5H5NOS molecule, computed with ωB97M-V/def2-TZVPD.

```
13
Properties=species:S:1:pos:R:3:forces:R:3
O 1.667192 -0.865642 1.089823 -3.638 0.607 -0.546
C 0.508545 -0.716871 0.628042 4.118 -2.494 0.340
C -0.910434 -1.319556 0.801622 0.872 -0.214 -1.757
C -1.304032 -0.385223 -0.354200 -0.711 2.095 0.792
N 0.176541 -0.014399 -0.476322 -2.370 0.308 -0.219
C 0.791657 1.117396 -0.978464 3.410 4.686 0.184
C 1.847541 1.838878 -0.311216 -3.867 -3.424 -1.682
S 3.046287 2.370111 0.500125 0.026 0.253 -0.265
H -1.129773 -2.392041 0.539067 0.626 1.056 0.944
H -1.232670 -0.921452 1.707918 -1.155 -0.149 1.773
H -1.841798 -0.859335 -1.153360 0.660 -0.377 -0.945
H -2.025542 0.482103 -0.087323 1.580 -1.019 -0.050
H 0.406487 1.666033 -1.905713 0.449 -1.328 1.432
```
Forces are in eV/Å.

Computed properties:
LUMO energy: -0.30 eV
ΔE to the lowest compared entry with this formula, charge and spin: 321.2 kJ/mol
2S+1: 1
E_tot: -721.5973 Eh
HOMO: -7.71 eV
strongest force on any atom: 5.80 eV/A
orbital gap: 7.409 eV

A single C5H5NOS molecule, computed with ωB97M-V/def2-TZVPD.

```
13
Properties=species:S:1:pos:R:3:forces:R:3
C 0.038759 1.075059 -1.195661 -0.656 -0.758 0.908
C 1.245529 0.980937 -0.666534 2.731 4.265 -1.857
C 0.839509 -0.590669 0.846904 1.525 2.886 -1.717
C -0.914391 0.014849 -0.738840 -0.369 -1.542 1.273
C -0.569985 -0.294889 0.726761 -1.048 -0.096 -0.056
N 1.734281 -0.042735 0.050503 -0.798 -3.984 2.980
O -0.301541 -1.991521 2.794373 -0.233 0.082 1.357
S -0.057734 -1.991891 1.370031 0.637 -1.237 -1.463
H -0.241140 1.856747 -1.850858 -0.169 0.565 -0.539
H 2.069300 1.769496 -0.926351 -1.682 -1.434 0.385
H -1.992142 0.210126 -0.784597 0.411 0.077 -0.513
H -0.649160 -0.962920 -1.198180 -0.559 0.541 -0.642
H -1.201287 -0.032589 1.572447 0.210 0.635 -0.115
```
Forces are in eV/Å.

Computed properties:
LUMO energy (alpha / beta): -0.82 / -0.82 eV
ΔE to the lowest compared entry with this formula, charge and spin: 430.6 kJ/mol
2S+1: 1
E_tot: -721.5556 Eh
HOMO (alpha / beta): -9.16 / -9.16 eV
strongest force on any atom: 5.39 eV/A
orbital gap (alpha / beta): 8.342 / 8.341 eV

2 unconnected molecules or ions with the total composition C5H5NOS2, computed with ωB97M-V/def2-TZVPD.

```
14
Properties=species:S:1:pos:R:3:forces:R:3
C -0.151851 1.162455 -2.547202 -0.007 -0.590 -0.551
C 1.746533 0.741819 -1.088795 1.866 0.283 0.607
C -0.788414 -0.116961 0.059452 0.583 0.684 -1.413
C -0.704931 -1.429894 2.394638 1.109 -2.637 -0.766
C 0.417715 1.241719 -1.244710 -2.803 -0.633 0.666
N -0.549357 1.004111 -3.618637 -0.074 0.186 0.311
O 2.359415 0.795739 -0.042215 0.014 0.301 0.659
S -2.308346 -0.296633 -0.355982 0.948 0.154 0.275
S 0.373079 -0.558834 1.194104 -1.137 -0.062 0.220
H 2.332703 0.297817 -1.900678 -0.795 -0.158 -0.786
H -1.716994 -1.110076 2.354365 -0.718 0.600 -0.082
H -0.242137 -1.197127 3.361739 -0.258 -0.504 -0.186
H -0.720516 -2.591737 2.110415 0.271 2.558 0.931
H -0.046899 2.057601 -0.676494 1.001 -0.183 0.115
```
Forces are in eV/Å.

Computed properties:
LUMO energy: -1.12 eV
ΔE to the lowest compared entry with this formula, charge and spin: 205.5 kJ/mol
2S+1: 1
E_tot: -1119.7740 Eh
HOMO: -8.91 eV
strongest force on any atom: 2.96 eV/A
orbital gap: 7.782 eV

Repeat the eighth record exactly.
A single C5H5NOS molecule, computed with ωB97M-V/def2-TZVPD.

```
13
Properties=species:S:1:pos:R:3:forces:R:3
C 0.038759 1.075059 -1.195661 -0.656 -0.758 0.908
C 1.245529 0.980937 -0.666534 2.731 4.265 -1.857
C 0.839509 -0.590669 0.846904 1.525 2.886 -1.717
C -0.914391 0.014849 -0.738840 -0.369 -1.542 1.273
C -0.569985 -0.294889 0.726761 -1.048 -0.096 -0.056
N 1.734281 -0.042735 0.050503 -0.798 -3.984 2.980
O -0.301541 -1.991521 2.794373 -0.233 0.082 1.357
S -0.057734 -1.991891 1.370031 0.637 -1.237 -1.463
H -0.241140 1.856747 -1.850858 -0.169 0.565 -0.539
H 2.069300 1.769496 -0.926351 -1.682 -1.434 0.385
H -1.992142 0.210126 -0.784597 0.411 0.077 -0.513
H -0.649160 -0.962920 -1.198180 -0.559 0.541 -0.642
H -1.201287 -0.032589 1.572447 0.210 0.635 -0.115
```
Forces are in eV/Å.

Computed properties:
LUMO energy (alpha / beta): -0.82 / -0.82 eV
ΔE to the lowest compared entry with this formula, charge and spin: 430.6 kJ/mol
2S+1: 1
E_tot: -721.5556 Eh
HOMO (alpha / beta): -9.16 / -9.16 eV
strongest force on any atom: 5.39 eV/A
orbital gap (alpha / beta): 8.342 / 8.341 eV

- Which of these has the highest E_tot?
  number 1

- Which formula does entry 5 have?
  C5H5NOS

- Which formula does entry 8 have?
  C5H5NOS